# 1
11
Properties=species:S:1:pos:R:3:lowdin_charge:R:1 method="wB97M-V/def2-TZVPD" homo_lumo_gap_ev=7.884 e_lumo_ev=0.6 relative_energy_kcal_mol=116.67
N -1.9322 -0.6886 0.0028 0.0667
C -0.6874 -0.0298 -0.0883 -0.3760
C 0.5527 -0.7761 -0.2434 -0.1040
N 1.7020 -0.2399 -0.1131 -0.0853
C 2.7431 0.4289 -0.1561 0.0251
N -0.5245 2.4111 0.0468 0.2180
N -0.6129 1.2740 -0.0106 -0.0514
H -2.3634 -0.6320 0.9183 0.0803
H -2.5969 -0.4182 -0.7119 0.0802
H 0.4678 -1.8359 -0.4637 0.1213
H 3.2517 0.5063 0.8192 0.0250

---

# 2
113
Properties=species:S:1:pos:R:3:lowdin_charge:R:1 method="wB97M-V/def2-TZVPD" charge=-2 homo_lumo_gap_ev=5.748 e_lumo_ev=3.9 relative_energy_kcal_mol=19.22
K -0.4448 -1.1192 -0.6635 0.4451
C -1.0108 -1.6439 5.5019 -0.1131
O -0.7128 -1.7498 4.1389 -0.1083
C 0.4581 -2.3759 3.7916 -0.2090
C 1.2940 -3.0047 4.6816 -0.0618
C 2.4629 -3.6473 4.2275 -0.1479
C 2.7571 -3.6109 2.8849 -0.1174
C 1.9439 -2.9434 1.9520 -0.1591
C 2.4491 -2.8777 0.5852 -0.1337
N 2.0540 -2.0863 -0.3393 -0.0529
N 2.8484 -2.1329 -1.4834 0.0280
C 2.2600 -1.5793 -2.5276 -0.5220
O 1.0880 -1.1208 -2.6221 -0.3049
C 3.1603 -1.4978 -3.7395 -0.1514
C 4.3236 -2.2599 -3.8529 -0.0495
C 5.1508 -2.1246 -4.9583 -0.1096
C 4.8347 -1.2196 -5.9662 -0.1222
C 3.6788 -0.4583 -5.8608 -0.0953
C 2.8439 -0.6014 -4.7580 -0.0644
C 0.7236 -2.3197 2.3682 -0.3366
O -0.0935 -1.7544 1.5911 -0.1960
H -1.9301 -1.0639 5.5691 0.0799
H -0.2118 -1.1288 6.0515 0.0878
H -1.1749 -2.6262 5.9630 0.0874
H 1.0536 -3.0275 5.7374 0.0852
H 3.1115 -4.1562 4.9299 0.0732
H 3.6639 -4.0858 2.5197 0.0937
H 3.3103 -3.5241 0.3685 0.1081
H 4.5630 -2.9458 -3.0518 0.0953
H 6.0494 -2.7268 -5.0347 0.0877
H 5.4849 -1.1112 -6.8267 0.0862
H 3.4193 0.2518 -6.6373 0.0980
H 1.9466 -0.0012 -4.6628 0.0436
N 4.7979 1.5152 -2.7023 0.1390
N 3.7730 2.1941 -2.0501 -0.2927
N 3.9896 3.0925 -1.1181 0.1072
C 2.7402 3.4122 -0.7978 -0.2481
N 1.8327 2.7451 -1.5216 0.0332
N 2.5161 1.9695 -2.3230 0.0634
H 5.2106 0.8864 -2.0175 0.0832
H 4.3271 0.9285 -3.3925 0.0653
H 2.4910 4.0972 -0.0068 0.0938
Cl -2.6325 5.3901 -0.1598 0.4567
C -1.7599 3.8551 0.1440 -1.0244
Cl -1.9952 2.6651 -1.1135 0.5370
H -2.1315 3.4512 1.0780 -0.0138
H -0.7033 4.0871 0.2092 0.0126
C 4.4013 -0.2549 2.4374 -0.1522
C 4.1793 0.0364 0.9661 -0.2020
N 2.9134 0.7173 0.7472 0.0845
C 2.1473 1.2845 1.7499 -0.3862
N 0.9531 1.6605 1.4605 0.0956
C 0.2103 2.3000 2.5268 -0.2567
C 0.4759 1.6098 3.8541 -0.1595
C 1.9542 1.7452 4.1605 -0.1698
N 2.7608 1.4624 2.9803 -0.0376
C 4.1293 1.0298 3.1947 -0.1691
H 5.4246 -0.5982 2.6093 0.1122
H 3.7135 -1.0323 2.7761 0.1047
H 4.1844 -0.8747 0.3688 0.0894
H 5.0024 0.6740 0.6064 0.0972
H 2.3147 0.2896 0.0499 0.1031
H -0.8499 2.2477 2.2901 0.0491
H 0.4852 3.3681 2.6062 0.1110
H 0.1969 0.5597 3.7445 0.1032
H -0.1141 2.0363 4.6699 0.1120
H 2.2493 1.0507 4.9551 0.1112
H 2.1676 2.7620 4.5209 0.1124
H 4.2734 0.8974 4.2687 0.1098
H 4.8355 1.8066 2.8665 0.1172
C -2.0737 2.0035 -4.7176 -0.4343
Te -0.5892 0.8684 -3.6265 1.2813
C -1.0840 -0.5428 -5.1518 -0.3979
C -1.3885 0.2878 -6.3647 -0.2918
C -1.1771 -0.1532 -7.6640 -0.0532
C -1.4468 0.6752 -8.7494 -0.1194
C -1.9369 1.9534 -8.5350 -0.1212
C -2.1578 2.4003 -7.2355 -0.0592
C -1.8868 1.5826 -6.1468 -0.3031
H -1.9674 3.0770 -4.5714 0.0452
H -3.0569 1.6927 -4.3541 0.0603
H -1.9598 -1.0908 -4.7938 0.0308
H -0.2652 -1.2441 -5.3019 0.0547
H -0.7807 -1.1493 -7.8268 0.1061
H -1.2624 0.3238 -9.7581 0.0859
H -2.1381 2.6084 -9.3751 0.0851
H -2.5333 3.4035 -7.0648 0.1025
N -2.4023 0.5318 1.9567 -0.3032
S -3.5412 -0.4437 1.4794 0.9457
C -4.9777 0.6031 1.6567 -0.3848
C -6.2387 0.0582 1.4525 -0.0780
C -7.3540 0.8737 1.5377 -0.0921
C -7.2070 2.2295 1.8144 -0.1059
C -5.9420 2.7650 2.0024 -0.0829
C -4.8188 1.9506 1.9192 -0.0783
C -3.9209 -1.5875 2.8447 -0.3562
C -3.5182 -2.8983 2.6437 -0.0699
C -3.6264 -3.8153 3.6820 -0.0783
C -4.1403 -3.4183 4.9073 -0.1089
C -4.5389 -2.0994 5.1034 -0.1087
C -4.4209 -1.1794 4.0739 -0.0857
H -1.5189 0.0977 1.6794 -0.0436
H -6.3378 -0.9949 1.2168 0.1181
H -8.3393 0.4557 1.3732 0.0957
H -8.0804 2.8682 1.8689 0.0910
H -5.8225 3.8231 2.2010 0.0979
H -3.8107 2.3199 2.0586 0.0756
H -3.1002 -3.1838 1.6850 0.1155
H -3.2948 -4.8354 3.5343 0.1022
H -4.2223 -4.1329 5.7178 0.0930
H -4.9309 -1.7888 6.0651 0.0957
H -4.7029 -0.1431 4.2219 0.1128
Br -3.3070 -1.5458 -1.9737 -0.4741

---

# 3
32
Properties=species:S:1:pos:R:3:lowdin_charge:R:1 method="wB97M-V/def2-TZVPD" spin_multiplicity=2 charge=+2 s2=0.787 homo_lumo_gap_ev="5.782 / 5.752" e_lumo_ev="-9.1 / -9.1"
Mo -0.1747 0.1333 0.7206 1.2350
F -2.4325 2.6614 -3.1382 0.1467
C -1.5285 1.7302 -2.9178 -0.2437
C -1.2437 1.3607 -1.6062 -0.0344
C -0.2930 0.3779 -1.3170 -0.2082
C 0.3951 -0.2549 -2.3937 -0.1666
C 0.0652 0.1605 -3.7088 -0.2078
F 0.6769 -0.3971 -4.7451 0.0475
C -0.8742 1.1311 -3.9838 0.1440
C 1.7582 -1.7325 -0.8585 -0.2359
C 2.7173 -2.7250 -0.5516 0.0375
C 2.9652 -3.0569 0.7607 0.0436
C 2.2716 -2.4168 1.8108 0.0316
C 1.3596 -1.4679 1.4372 -0.1603
N 1.1248 -1.1514 0.1578 -0.1527
H -1.8014 1.8786 -0.8191 0.0853
H -1.0860 1.4086 -5.0051 0.1603
H 3.2513 -3.2186 -1.3483 0.1016
H 3.6959 -3.8139 1.0064 0.1426
H 2.4555 -2.6667 2.8442 0.1376
H 0.6938 -0.8346 2.1354 0.0913
S 2.2083 -2.0305 -3.4575 0.9987
C 1.4012 -1.2879 -2.2025 -0.5377
C -0.9415 2.7911 3.0661 -0.2848
S -1.5543 1.4547 2.0104 0.7268
C -2.9584 0.8007 2.9467 -0.2850
H -1.6698 3.5994 3.0714 0.0706
H 0.0044 3.1392 2.6461 0.0579
H -0.8019 2.4055 4.0744 0.0651
H -2.6356 0.5963 3.9660 0.0650
H -3.2914 -0.1135 2.4512 0.0579
H -3.7574 1.5393 2.9477 0.0706

---

# 4
54
Properties=species:S:1:pos:R:3:lowdin_charge:R:1 method="wB97M-V/def2-TZVPD" homo_lumo_gap_ev=9.002 e_lumo_ev=0.5 relative_energy_kcal_mol=2.23
C -2.1513 -3.4736 -0.1860 -0.0945
S -3.3555 -2.1826 0.2185 0.6355
O -4.5230 -2.4118 -0.5764 -0.2895
O -3.5250 -2.1124 1.6371 -0.2861
N -2.6134 -0.8000 -0.3875 -0.1708
C -3.3214 -0.0654 -1.4156 -0.1452
C -3.8242 1.2679 -0.9223 -0.2172
C -4.3306 1.3784 0.3665 -0.0201
C -4.7993 2.5948 0.8285 -0.0685
C -4.7720 3.7092 0.0063 -0.0895
C -4.2743 3.6029 -1.2807 -0.0835
C -3.7989 2.3875 -1.7419 -0.0508
C -1.4394 -0.2994 0.1614 -0.2435
C -0.8932 -0.8584 1.3202 -0.0256
C 0.3149 -0.4110 1.8090 -0.0094
C 1.0333 0.5927 1.1641 -0.1457
C 2.3587 0.9640 1.7281 -0.4503
O 2.6794 0.7035 2.8731 0.0632
N 3.1899 1.6143 0.8749 0.0526
C 4.5450 1.9455 1.2312 -0.2439
C 5.5458 1.0100 0.5601 -0.4342
S 5.3822 1.0924 -1.2635 0.8677
C 5.1552 -0.6906 -1.6770 -0.3848
C 3.9268 -1.2734 -1.0998 -0.3666
C 3.7286 -2.0391 0.0151 -0.0245
C 2.3433 -2.3255 0.0581 -0.0595
C 1.8021 -1.7095 -1.0258 -0.1279
O 2.7483 -1.0674 -1.7292 0.0474
C 0.4621 1.1908 0.0464 -0.0145
C -0.7537 0.7583 -0.4442 -0.0017
H -2.4452 -4.3716 0.3424 0.0719
H -2.2042 -3.6276 -1.2553 0.0695
H -1.1630 -3.1554 0.1184 0.0437
H -2.6885 0.0531 -2.3023 0.1298
H -4.1722 -0.6951 -1.6880 0.1168
H -4.3533 0.5053 1.0034 0.1105
H -5.1889 2.6724 1.8323 0.1053
H -5.1386 4.6584 0.3677 0.1009
H -4.2521 4.4682 -1.9267 0.1019
H -3.4106 2.3082 -2.7481 0.1122
H -1.4388 -1.6107 1.8624 0.0908
H 0.7317 -0.8365 2.7092 0.1255
H 2.9667 1.6664 -0.1067 0.0955
H 4.7529 2.9805 0.9419 0.1170
H 4.6226 1.8466 2.3173 0.1213
H 6.5666 1.2891 0.8184 0.0714
H 5.3535 -0.0206 0.8514 0.0687
H 6.0399 -1.2209 -1.3287 0.0882
H 5.1145 -0.6994 -2.7653 0.0813
H 4.4720 -2.3755 0.7090 0.1142
H 1.8323 -2.9057 0.7976 0.1048
H 0.7958 -1.6448 -1.3885 0.1179
H 0.9444 2.0221 -0.4467 0.1180
H -1.1685 1.2599 -1.3019 0.1041

---

# 5
70
Properties=species:S:1:pos:R:3:lowdin_charge:R:1 method="wB97M-V/def2-TZVPD" charge=+1 homo_lumo_gap_ev=6.266 e_lumo_ev=-3.9
C 5.3572 1.4957 -1.4621 0.2057
C 5.6224 2.6620 -1.4843 -0.0500
C 5.9295 4.0343 -1.4114 -0.1855
C 7.1542 4.6156 -1.4258 0.0476
N 6.9421 5.9594 -1.3214 0.1322
C 5.6299 6.2150 -1.2451 -0.1937
P 4.9655 7.9151 -1.1587 0.4528
O 4.1297 8.1954 -2.3064 -0.1859
O 6.2907 8.7918 -1.1002 -0.0797
O 4.2938 8.0958 0.2691 -0.0825
N 4.9882 5.0506 -1.3188 0.0516
C 3.5372 4.7717 -1.3663 -0.0535
C 2.7017 5.4637 -0.3131 -0.2413
O 1.4624 4.7895 -0.4180 -0.0477
H 5.1153 0.4597 -1.4273 0.0620
H 8.1169 4.1519 -1.5213 0.1537
H 7.6466 6.6829 -1.3337 0.1744
H 6.7867 8.6839 -0.2752 0.1022
H 4.5095 7.3758 0.8794 0.0959
H 3.1820 5.0115 -2.3651 0.1587
H 3.4401 3.7012 -1.2184 0.1213
H 3.1265 5.3193 0.6873 0.1298
H 2.5620 6.5216 -0.5303 0.1083
H 0.8707 5.0996 0.2781 0.1162
C -3.7814 -0.0527 1.7105 -0.1008
O -2.3849 -0.0602 1.9283 -0.1941
C -1.7672 -1.3254 1.7906 -0.1964
C -0.4963 -1.2568 0.9760 -0.1834
O -0.6743 -0.9349 -0.3911 -0.1171
C -1.0442 0.3813 -0.7442 -0.1841
C 0.0142 1.4335 -0.5103 -0.1952
O 0.2123 1.6941 0.8703 -0.1841
C 1.5498 1.8578 1.2612 -0.1180
H -4.3269 -0.2912 2.6284 0.0898
H -4.0613 0.9507 1.3895 0.0861
H -4.0708 -0.7613 0.9293 0.0863
H -2.4515 -2.0499 1.3353 0.1152
H -1.5021 -1.6956 2.7901 0.1304
H -0.0740 -2.2654 0.9701 0.1238
H 0.2414 -0.6049 1.4514 0.1136
H -1.9893 0.6743 -0.2821 0.1187
H -1.2084 0.3400 -1.8239 0.1316
H -0.3165 2.3589 -0.9988 0.1232
H 0.9517 1.1143 -0.9819 0.1207
H 2.2193 1.1780 0.7205 0.0844
H 1.6217 1.6300 2.3249 0.0930
H 1.8755 2.8917 1.1022 0.0590
C -1.4005 -5.6286 -1.1760 -0.1064
O -2.2832 -6.2606 -0.2770 -0.1883
C -2.2243 -5.7956 1.0555 -0.1984
C -3.5943 -5.5555 1.6496 -0.1831
O -4.3225 -4.4917 1.0664 -0.1285
C -4.8456 -4.6509 -0.2410 -0.1845
C -5.9521 -5.6707 -0.3781 -0.2015
O -5.4726 -6.9938 -0.2453 -0.1947
C -6.3045 -7.8585 0.4959 -0.1100
H -0.4172 -6.1115 -1.1738 0.0873
H -1.8272 -5.7154 -2.1750 0.0887
H -1.2798 -4.5650 -0.9445 0.0809
H -1.6389 -4.8703 1.1183 0.1114
H -1.7242 -6.5543 1.6722 0.1286
H -3.4300 -5.2436 2.6849 0.1288
H -4.1816 -6.4753 1.6837 0.1167
H -4.0539 -4.8358 -0.9703 0.1156
H -5.2837 -3.6781 -0.4789 0.1263
H -6.3902 -5.5520 -1.3782 0.1285
H -6.7322 -5.4613 0.3625 0.1248
H -6.7597 -7.3462 1.3497 0.0865
H -5.6833 -8.6707 0.8717 0.0882
H -7.0962 -8.2839 -0.1292 0.0880

---

# 6
16
Properties=species:S:1:pos:R:3:lowdin_charge:R:1 method="wB97M-V/def2-TZVPD" homo_lumo_gap_ev=9.101 e_lumo_ev=0.9 relative_energy_kcal_mol=24.74
C -0.1842 1.4588 -1.5358 -0.0626
C -0.5082 0.0895 -1.0241 -0.3107
C 0.4526 -0.7138 -0.3216 -0.0646
C -0.1960 -1.8020 0.1938 -0.1318
N -1.4794 -1.7492 -0.2701 0.0001
C -1.6762 -0.5901 -0.9781 -0.1042
H -0.3704 2.2393 -0.7986 0.0729
H 0.8623 1.5051 -1.8253 0.0690
H -0.7609 1.6986 -2.4412 0.0758
H 1.4758 -0.3791 -0.2885 0.0989
H 0.1943 -2.6095 0.7953 0.1055
H -2.2292 -2.3588 0.0006 0.1410
H -2.5837 -0.3790 -1.5126 0.1131
O 2.6067 1.2549 3.1096 -0.0600
H 2.6839 0.7412 3.9092 0.0234
H 1.7128 1.5940 2.9874 0.0345

---

# 7
11
Properties=species:S:1:pos:R:3:lowdin_charge:R:1 method="wB97M-V/def2-TZVPD" homo_lumo_gap_ev=11.696 e_lumo_ev=1.2 relative_energy_kcal_mol=35.90
C -0.6268 1.1781 0.3069 -0.1276
C 0.2207 0.2356 -0.6272 -0.1622
C 0.4692 -1.4056 0.1392 -0.1295
F 1.1405 -1.1609 1.3498 -0.1056
H -0.7194 0.9421 1.3332 0.0463
H -0.5783 2.2205 0.1725 0.0378
H -1.6584 0.9845 -0.1339 0.0794
H -0.0968 0.1041 -1.6583 0.0717
H 1.2482 0.6533 -0.6081 0.0760
H 1.1259 -1.9669 -0.6728 0.1270
H -0.5247 -1.7846 0.3987 0.0866

---

# 8
67
Properties=species:S:1:pos:R:3:lowdin_charge:R:1 method="wB97M-V/def2-TZVPD" charge=+2 homo_lumo_gap_ev=2.952 e_lumo_ev=-10.5 relative_energy_kcal_mol=540.75
Y 16.1453 7.3507 26.8455 1.9592
Br 12.4807 9.8648 24.4121 -0.0888
C 12.5602 2.3776 26.1612 -0.9209
O 13.0801 3.4163 26.3430 0.0413
N 11.7267 2.1741 25.2400 0.1779
N 12.6428 1.3751 26.9120 0.1878
H 11.2530 1.2956 25.0854 0.1272
H 11.7813 2.8405 24.4830 0.1319
H 13.1308 1.3940 27.7961 0.1362
H 12.3345 0.5259 26.4603 0.1244
C 22.0318 8.5249 29.1110 -0.8042
O 20.9398 7.9761 28.9263 -0.0329
N 22.9977 8.5032 28.2404 0.1718
N 22.2230 9.2863 30.1123 0.1770
H 22.8241 8.0506 27.3544 0.1213
H 23.6934 9.2352 28.2301 0.1169
H 23.0215 9.9047 30.1240 0.1246
H 21.3640 9.5236 30.5874 0.1298
C 18.7300 11.2578 23.0361 -0.9114
O 18.3765 10.3650 23.7380 0.0118
N 18.0799 12.3061 22.8886 0.1947
N 19.4494 10.9739 22.0609 0.1794
H 17.4480 12.5308 23.6438 0.1328
H 18.1892 12.9078 22.0848 0.1360
H 19.8459 11.5718 21.3500 0.1311
H 19.6293 9.9936 21.8980 0.1333
C 19.4062 2.0944 26.1361 -0.7659
O 18.6289 2.9866 26.3167 0.0150
N 20.5785 2.0775 26.7744 0.1434
N 19.2672 0.9461 25.4797 0.1620
H 20.8614 2.9161 27.2610 0.1174
H 21.1466 1.2492 26.6681 0.1043
H 19.9542 0.2734 25.7890 0.1075
H 18.3756 0.7645 25.0414 0.1217
C 15.7992 3.8249 32.3506 -0.7524
O 16.0389 4.6300 31.4264 -0.0356
N 16.4464 2.7858 32.7634 0.1695
N 14.7671 3.9941 33.1489 0.1445
H 17.3618 2.6759 32.3510 0.1301
H 16.1130 2.2945 33.5804 0.1222
H 14.6917 3.4473 33.9947 0.1079
H 14.1011 4.7497 33.0751 0.1176
C 16.0749 5.7361 20.5936 -0.7741
O 16.2149 5.8173 21.8174 -0.0182
N 15.6474 4.6899 19.9843 0.1596
N 16.2876 6.6583 19.6752 0.1567
H 15.6069 3.8561 20.5529 0.1297
H 15.4442 4.7331 18.9959 0.1208
H 16.5786 7.5793 19.9705 0.1173
H 16.1420 6.4371 18.7005 0.1130
C 14.5766 11.5665 31.8042 -0.0606
C 14.3578 10.3327 31.0194 -0.4415
C 12.8409 10.0187 30.8452 -0.2116
O 12.8896 8.7875 30.2174 -0.2242
C 11.5921 8.2670 30.1923 -0.1149
N 15.0373 10.4291 29.7284 0.0423
H 15.5960 11.5029 32.1846 0.0904
H 13.9397 11.6360 32.6861 0.0921
H 14.3525 12.4605 31.2222 0.0958
H 14.7097 9.3982 31.4564 0.1419
H 12.3211 10.6527 30.1270 0.1331
H 12.2680 9.9600 31.7707 0.1338
H 11.5995 7.3279 29.6390 0.0870
H 10.8464 8.8881 29.6962 0.0983
H 11.3264 7.9852 31.2112 0.0972
H 15.8865 10.9206 29.9679 0.0649
H 14.5797 11.2072 29.2753 0.0738